(1)
# C41H57BN13S5Sc

A structure of composition C41H57BN13S5Sc (ωB97M-V/def2-TZVPD, OMol25).

XYZ file:
```
118
Properties=species:S:1:pos:R:3
Sc -0.8667 0.7400 0.1610
C -1.8043 -0.7261 -2.3727
N -0.4379 -0.2960 -2.0098
C 0.1927 0.5995 -2.9711
C -0.3258 1.9761 -2.7473
N -0.5320 2.4762 -1.5617
C -1.0724 3.7459 -1.7820
C -1.5071 4.7272 -0.8933
C -1.9947 5.9068 -1.4221
C -2.0564 6.1264 -2.8048
C -1.6327 5.1642 -3.7001
C -1.1497 3.9803 -3.1594
N -0.6633 2.8265 -3.7469
C -2.7241 -0.5979 -1.1466
N -2.0182 -1.0095 0.0645
C -2.9053 -1.8392 0.7511
C -2.8196 -2.4206 2.0093
C -3.8634 -3.2393 2.4580
C -4.9790 -3.4788 1.6782
C -5.0752 -2.9048 0.4049
C -4.0472 -2.1019 -0.0318
N -3.8801 -1.4798 -1.2790
H -1.8018 -1.7645 -2.7168
H -2.2012 -0.0989 -3.1720
H 0.1588 -1.1229 -1.9187
H 0.0221 0.2931 -4.0096
H 1.2678 0.5919 -2.7822
H -1.4684 4.5638 0.1735
H -2.3438 6.6818 -0.7518
H -2.4455 7.0651 -3.1769
H -1.6842 5.3252 -4.7695
H -0.6393 2.6155 -4.7284
H -1.9625 -2.2420 2.6399
H -3.7930 -3.6901 3.4410
H -5.7778 -4.1105 2.0459
H -5.9396 -3.0844 -0.2242
H -4.6909 -1.0302 -1.6761
C -3.4255 1.9455 5.3908
C -2.7022 2.2917 4.0873
C -3.2149 1.3640 2.9860
C -2.9722 3.7604 3.7638
N -1.2325 2.0787 4.2642
C -0.6398 1.5751 5.4123
C 0.6770 1.4694 5.1679
N 0.9064 1.8902 3.8767
B 2.3066 1.6395 3.2657
N 2.6713 2.4577 1.9958
C 3.3146 3.6674 2.1491
C 3.7511 4.0651 0.9461
N 3.3998 3.0807 0.0291
C 2.6887 2.1161 0.6865
S 1.9472 0.7190 0.0236
C 3.6426 3.2657 -1.4362
C 3.9941 1.9491 -2.1273
C 4.8394 4.2014 -1.6367
C 2.3805 3.8835 -2.0359
N 2.5355 0.1229 3.0292
C 3.8100 -0.3981 3.1106
C 3.7243 -1.7331 2.9962
N 2.3820 -2.0492 2.8395
C 1.6617 -0.8901 2.8443
S -0.0230 -0.7606 2.6125
C 1.8325 -3.4395 2.8292
C 0.9776 -3.6406 4.0810
C 1.0216 -3.6730 1.5572
C 2.9856 -4.4417 2.8601
C -0.2631 2.2684 3.3364
S -0.4366 2.9100 1.7518
H -4.4826 2.1644 5.2505
H -3.0677 2.5464 6.2283
H -3.3331 0.8860 5.6342
H -4.3063 1.3650 2.9834
H -2.8788 0.3389 3.1570
H -2.8913 1.6841 1.9971
H -4.0499 3.9197 3.7096
H -2.5294 4.0442 2.8117
H -2.5624 4.4021 4.5469
H -1.1932 1.3184 6.2921
H 1.4709 1.0966 5.7912
H 3.0989 1.9817 4.1119
H 3.4083 4.1383 3.1110
H 4.2912 4.9496 0.6771
H 4.9655 1.5808 -1.7906
H 4.0479 2.1337 -3.2006
H 3.2589 1.1747 -1.9315
H 5.6957 3.8743 -1.0453
H 4.6126 5.2394 -1.3954
H 5.1206 4.1685 -2.6890
H 1.5216 3.2602 -1.7950
H 2.4701 3.9657 -3.1209
H 2.2043 4.8792 -1.6234
H 4.6710 0.2343 3.2388
H 4.5030 -2.4686 2.9899
H 0.1754 -2.9056 4.1250
H 1.5930 -3.5494 4.9791
H 0.5367 -4.6386 4.0601
H 0.1033 -3.0891 1.5653
H 0.7652 -4.7325 1.4866
H 1.6030 -3.3916 0.6780
H 3.5911 -4.3375 3.7614
H 3.6238 -4.3510 1.9796
H 2.5569 -5.4431 2.8632
S -3.1845 1.1917 -0.9168
C -0.8811 -4.0578 -1.1853
N -0.1729 -4.3900 -2.4008
C -0.5422 -5.5834 -3.1501
C 0.4336 -5.5534 -4.3271
N 1.4852 -4.7014 -3.7921
C 1.0456 -3.9413 -2.7540
S 1.9342 -2.6882 -2.0848
H -1.9268 -3.8495 -1.4074
H -0.4395 -3.1736 -0.7348
H -0.8305 -4.8878 -0.4744
H -1.5849 -5.5342 -3.4615
H -0.4075 -6.4754 -2.5291
H -0.0262 -5.1127 -5.2160
H 0.8090 -6.5421 -4.5829
H 2.2495 -4.3630 -4.3490
```

Summary:
**Net charge**: 0
**2S+1**: 1
**ΔE to the lowest compared entry with this formula, charge and spin**: 66.09 kJ/mol
**HOMO**: -5.886 eV

(2)
# C41H57BrCoF3N7O5Si

A structure of composition C41H57BrCoF3N7O5Si (ωB97M-V/def2-TZVPD, OMol25).

XYZ file:
```
116
Properties=species:S:1:pos:R:3
Co -0.1084 0.2853 -0.4716
Br 2.3936 -8.2305 4.8213
C 0.8710 -7.0932 4.6671
C 1.0195 -5.7244 4.7949
C -0.0798 -4.8908 4.6654
C -1.3661 -5.4192 4.4689
C -1.4771 -6.8158 4.3469
C -0.3775 -7.6460 4.4291
N -2.5607 -4.7233 4.5851
N -2.6632 -3.4427 4.5021
C -1.9919 -2.6163 3.6665
C -2.0690 -1.2555 4.0790
C -1.4808 -0.2196 3.4274
C -0.8616 -0.4307 2.1556
O -0.2934 0.4686 1.5119
C -0.9831 -1.7863 1.5806
N -0.6545 -1.8545 0.2799
C -0.6286 -3.0316 -0.3027
C -0.9996 -4.1962 0.3708
C -1.4257 -4.1256 1.6766
C -1.4238 -2.8850 2.3464
H 1.9994 -5.3006 4.9740
H 0.0565 -3.8217 4.7499
H -2.4674 -7.2296 4.2027
H -0.4866 -8.7181 4.3278
H -2.6010 -1.0795 5.0067
H -1.5247 0.7908 3.8095
H -0.3478 -3.0369 -1.3472
H -0.9727 -5.1453 -0.1490
H -1.7728 -5.0127 2.1747
C 3.6379 4.2057 -2.5510
C 2.7260 3.0004 -2.7078
N 2.6813 2.2940 -1.4553
C 2.5751 2.9238 -0.2398
N 2.0340 2.2804 0.7188
C 1.9990 2.8691 2.0344
C 1.9247 4.3898 1.9623
C 3.0869 4.8842 1.1180
N 3.1522 4.1977 -0.1644
C 3.1590 5.0197 -1.3615
H 3.6342 4.8183 -3.4555
H 4.6589 3.8661 -2.3570
H 3.0941 2.3162 -3.4731
H 1.7286 3.3348 -3.0292
H 2.3268 1.3398 -1.4318
H 2.8853 2.5654 2.6104
H 1.1241 2.4650 2.5508
H 1.9636 4.8458 2.9557
H 0.9793 4.6692 1.4893
H 4.0222 4.7156 1.6678
H 3.0094 5.9590 0.9292
H 3.8190 5.8737 -1.1838
H 2.1540 5.4183 -1.5772
C -0.6463 3.4618 -1.0664
C -1.8203 2.6913 -0.5563
C -3.0820 3.1723 -0.2557
C -3.8826 2.0371 0.0099
C -3.0619 0.9326 -0.1430
C -3.4882 -0.5036 -0.0915
N -1.7972 1.3300 -0.4737
H -0.8199 3.8096 -2.0912
H 0.2377 2.8328 -1.0810
H -0.4256 4.3369 -0.4471
H -3.3870 4.2091 -0.2596
H -4.9342 2.0162 0.2575
H -4.4780 -0.6103 -0.5421
H -3.5470 -0.9045 0.9261
H -2.7989 -1.1269 -0.6580
C 6.4693 -1.4777 -0.4044
C 5.6448 -0.2643 -0.8393
C 5.5665 0.7395 0.3093
C 6.2932 0.3937 -2.0556
O 4.3612 -0.6549 -1.2617
Si 3.0542 -1.3178 -0.4630
O 1.7563 -0.4817 -0.6430
O 2.9309 -2.9010 -0.9798
C 3.1264 -3.5102 -2.2386
C 4.6100 -3.8331 -2.4127
C 2.6610 -2.6114 -3.3775
C 2.3128 -4.8023 -2.2112
O 3.5965 -1.4815 1.0977
C 3.1990 -2.3853 2.1033
C 1.6842 -2.5538 2.0687
C 3.8913 -3.7344 1.9067
C 3.6360 -1.7642 3.4273
H 7.4170 -1.1500 0.0296
H 6.6844 -2.1310 -1.2505
H 5.9159 -2.0454 0.3440
H 6.5721 1.0682 0.5853
H 5.0847 0.2837 1.1741
H 4.9761 1.6027 0.0049
H 7.3526 0.5921 -1.8746
H 5.7895 1.3334 -2.2846
H 6.1980 -0.2645 -2.9204
H 5.1781 -2.9053 -2.4554
H 4.7726 -4.3895 -3.3391
H 4.9728 -4.4281 -1.5720
H 3.1645 -1.6448 -3.3253
H 1.5938 -2.4241 -3.3152
H 2.8917 -3.0765 -4.3399
H 2.5604 -5.3716 -1.3134
H 2.5223 -5.4164 -3.0900
H 1.2471 -4.5749 -2.1886
H 1.3790 -3.0064 1.1234
H 1.2090 -1.5757 2.1475
H 1.3381 -3.1899 2.8828
H 3.6770 -4.1109 0.9066
H 3.5312 -4.4542 2.6448
H 4.9730 -3.6296 2.0215
H 3.0828 -0.8425 3.6099
H 4.7008 -1.5263 3.3859
H 3.4632 -2.4556 4.2554
F -0.3478 -1.2315 -2.8019
C -0.2142 0.1009 -2.4249
F 0.8813 0.5092 -3.1689
F -1.2431 0.6837 -3.1015
```

Summary:
**Net charge**: -2
**2S+1**: 2
**ΔE to the lowest compared entry with this formula, charge and spin**: 24.64 kJ/mol
**HOMO**: -1.549 eV

For each record above, in turn, the calculated frontier orbital gap values are 6.17 5.25 eV.
For each record above, in turn, the calculated electronic energy values are -5085.2728 -6902.1754 hartree.